Below is C3H6N2O2 in the gas phase, with properties calculated with wB97M-V/def2-TZVPD.

Atoms and positions in Å:
N (-1.74, 0.62, -0.33)
C (-0.58, 1.38, -0.22)
O (-0.68, 2.55, 0.09)
N (0.64, 0.65, -0.20)
C (1.13, -0.45, 0.65)
C (0.49, -1.69, -0.05)
O (-0.43, -2.39, 0.26)
H (-2.46, 1.30, -0.04)
H (-1.51, -0.33, -0.05)
H (1.16, 0.75, -1.05)
H (1.05, -0.21, 1.70)
H (2.20, -0.68, 0.37)
H (0.73, -1.50, -1.13)

Values from the calculation:
Max |F|, eV Å⁻¹: 2.9
HOMO, eV: -9.73
DFT total energy, hartree: -377.85910
Gap between HOMO and LUMO, eV: 10.30
ΔE to the lowest compared entry with this formula, charge and spin, kcal per mole: 62.90
LUMO, Eh: 0.0211
SMILES string: NC(=O)NCC=O

Below is C3H6N2O2 in the gas phase, with properties calculated with wB97M-V/def2-TZVPD.

Atoms and positions in Å:
C (0.95, 2.49, -1.51)
N (0.34, 1.34, -1.89)
O (0.49, 0.77, -0.45)
C (0.24, -0.48, -0.51)
N (-0.22, -1.39, 0.26)
O (-0.83, -0.65, 1.33)
C (-0.92, -1.87, 2.26)
H (1.18, 3.01, -2.58)
H (1.28, 2.79, -0.49)
H (0.42, -0.97, -1.51)
H (-1.16, -1.42, 3.28)
H (-1.55, -2.48, 1.79)
H (0.19, -2.35, 2.35)

Values from the calculation:
Max |F|, eV Å⁻¹: 7.8
HOMO, eV: -8.71
DFT total energy, hartree: -377.65067
Gap between HOMO and LUMO, eV: 8.73
ΔE to the lowest compared entry with this formula, charge and spin, kcal per mole: 193.69
LUMO, Eh: 0.0008
SMILES string: C=NO/C=N\OC

Below is a 3-piece molecular cluster, C3H6N2O2 overall, with properties calculated with wB97M-V/def2-TZVPD.

Atoms and positions in Å:
N (-1.63, 0.36, 0.88)
C (-1.86, 0.49, -0.31)
O (-2.29, 0.55, -1.38)
H (-2.25, 0.46, 1.66)
C (0.81, 0.59, -1.24)
C (1.51, -0.35, -0.58)
H (0.40, 0.40, -2.23)
H (0.73, 1.60, -0.86)
H (2.17, -0.07, 0.23)
H (1.80, -1.27, -1.09)
N (-0.18, -1.14, 1.67)
O (0.40, -0.63, 2.57)
H (0.39, -0.98, 0.67)

Values from the calculation:
Max |F|, eV Å⁻¹: 2.9
HOMO (alpha / beta), eV: -8.23 / -8.23
DFT total energy, hartree: -377.73739
Gap between HOMO and LUMO (alpha / beta), eV: 8.68 / 8.68
ΔE to the lowest compared entry with this formula, charge and spin, kcal per mole: 139.28
LUMO (alpha / beta), Eh: 0.0167 / 0.0167
SMILES string: N=C=O.C=C.N=O